1.
30
Properties=species:S:1:pos:R:3:forces:R:3:nbo_charge:R:1 method="wB97M-V/def2-TZVPD" orbital_gap_ev=7.66 homo_ha=-0.2623
C -3.4786 -1.8051 -0.8833 -2.9571 -0.5092 -0.1145 -0.2742
C -2.6971 -1.8301 -2.0152 -2.1888 -1.9597 -2.5047 -0.1898
C -3.0597 -0.9942 0.1075 0.6642 2.3797 2.9338 -0.1951
C -1.4902 -1.2068 -2.1598 0.5041 -0.1821 1.9560 -0.2488
C -1.8622 -0.2901 0.0153 1.4853 -0.4161 0.5538 -0.2601
C -0.9572 -0.5639 -1.0080 -1.6699 0.1220 -1.0448 0.0101
C 1.0147 -0.5130 2.6497 0.4918 -0.3292 1.6996 0.1639
C 1.5282 -1.7259 2.5276 -1.1267 -1.5389 0.2324 -0.5240
C 3.0566 0.9666 -0.0792 -1.9355 0.4653 1.2872 -0.3016
C 0.5389 2.5858 0.2988 -3.4694 -3.7958 -1.8173 -0.3309
C 0.4253 -0.2647 -1.0017 -0.3579 3.6671 3.8731 -0.8604
O 1.1126 0.5673 1.8829 -0.2929 1.2454 -2.0956 -0.7917
O 3.2838 1.9517 -1.0397 0.5552 0.7581 -0.2974 -0.7242
O 0.2307 2.9659 -1.0291 -3.0752 1.1651 -0.4140 -0.7235
P 1.1394 0.7839 0.1840 2.1286 -0.1757 -0.0452 1.5957
H -4.5634 -2.2467 -0.8989 2.4436 0.6048 0.1716 0.2165
H -3.2833 -2.4357 -2.7860 1.7219 0.9310 0.2695 0.2105
H -3.5077 -0.7599 1.0926 -0.6359 -0.7092 -0.8784 0.2119
H -0.7712 -1.3245 -2.9293 -0.0379 -0.3162 -1.1761 0.2069
H -1.4218 0.2648 0.8717 -0.8400 -0.4078 -0.2756 0.1799
H 0.6229 -0.2080 3.6431 -0.0959 -0.4340 -0.7591 0.1818
H 1.1976 -2.4551 3.2518 0.0428 0.4002 0.9350 0.2074
H 1.9172 -2.3639 1.7634 0.5704 0.8974 -1.2548 0.2163
H 3.4070 0.0235 -0.3483 0.6483 -1.8014 -0.7915 0.1845
H 3.5667 1.1467 0.9387 -0.9611 0.4892 -1.6457 0.2162
H 1.1569 3.2611 0.7327 2.2093 1.6522 1.5193 0.2077
H -0.3831 2.4141 0.8930 0.4549 0.5978 -0.0469 0.1955
H 0.9976 -0.8438 -1.5894 2.4823 -1.6769 -1.7446 0.2383
H 3.0673 1.7104 -1.9642 -0.0302 -0.2937 1.0846 0.4938
H -0.7881 3.1895 -1.1206 3.2717 -0.8296 0.3903 0.4873

=====

2.
36
Properties=species:S:1:pos:R:3:forces:R:3:nbo_charge:R:1 method="wB97M-V/def2-TZVPD" charge=+3 orbital_gap_ev="6.22 / 6.93" homo_ha="-0.7503 / -0.7497" multiplicity=6
O -5.3171 -3.9137 -2.8679 2.4027 1.4150 1.1402 -0.3624
C -4.4032 -3.3870 -2.4370 -2.0648 -1.2629 -0.9927 0.4364
Sm -1.0300 -1.8031 -0.9959 0.9545 -0.1981 -0.3884 1.5742
O -2.2390 1.3426 -2.5384 2.2589 -6.3838 3.1532 -0.2685
C -1.8878 0.3200 -2.0560 -2.7624 6.6418 -3.9751 0.4091
C -1.2162 -3.9005 0.4605 -0.4358 -5.6277 3.8427 0.4296
O -1.2788 -4.8621 1.1036 0.2963 4.7617 -3.1922 -0.2234
C -0.0734 -2.6840 -3.2333 2.7923 -2.7338 -6.4913 0.4317
O 0.3674 -3.1117 -4.2261 -2.4842 2.4233 5.5907 -0.2270
C -2.7322 -0.7257 0.3779 -5.6593 2.2528 4.1337 0.4079
O -3.6000 -0.3240 1.0358 4.2863 -1.8186 -3.2216 -0.2357
C 2.0571 1.9578 -2.7699 -0.1373 0.0024 -0.4312 -0.6404
C 1.6714 0.7746 -1.9321 0.3769 0.4921 0.2519 -0.0499
O 0.9705 1.3698 -0.7791 -2.4911 -2.3120 0.6275 -0.7770
P -0.2001 0.5335 0.0334 4.5553 4.1707 3.5493 1.7327
O -0.7984 1.6421 1.0251 -0.6500 -3.0164 -2.2662 -0.8084
C -0.1322 2.8848 1.3788 0.3848 1.4892 0.6594 -0.0703
C 1.2938 2.6822 1.8153 0.5180 0.1434 -0.3118 -0.6622
O 0.7279 -0.4420 1.0553 -2.2241 -0.1309 -1.5538 -0.8314
C 0.1643 -0.7610 2.4440 0.1735 0.1588 -0.2957 -0.0489
C 0.9199 -1.9450 2.9670 0.1618 0.1941 -0.0633 -0.6420
H 1.1696 2.4567 -3.1538 -0.0752 0.0940 0.0736 0.2303
H 2.6349 1.6541 -3.6316 0.3049 -0.1250 -0.1621 0.2618
H 2.6374 2.6728 -2.1873 0.0417 -0.1155 0.0475 0.2647
H 1.0107 0.0887 -2.4902 -0.3328 -0.0614 -0.0354 0.1242
H 2.5257 0.1956 -1.5712 -0.0914 0.1500 0.1233 0.2266
H -0.2104 3.5550 0.5148 -0.0409 -0.1320 0.2736 0.2193
H -0.7445 3.2692 2.2072 0.0748 -0.1484 -0.4242 0.2415
H 1.9503 2.5513 0.9472 -0.0854 -0.1172 0.3875 0.2295
H 1.6434 3.5946 2.3076 -0.1598 -0.1434 0.1068 0.2815
H 1.4104 1.8399 2.5080 0.0078 0.3287 -0.0771 0.2105
H 0.2981 0.1432 3.0486 -0.0236 -0.2353 -0.2745 0.2433
H -0.9160 -0.9605 2.3450 0.2291 0.1323 0.0577 0.1597
H 1.9987 -1.7809 2.8793 -0.1839 0.0385 0.2272 0.2647
H 0.6435 -2.0842 4.0188 0.1462 -0.1405 -0.2025 0.2815
H 0.6844 -2.8431 2.3966 -0.0634 -0.1859 0.1136 0.1866

=====

3.
27
Properties=species:S:1:pos:R:3:forces:R:3:nbo_charge:R:1 method="wB97M-V/def2-TZVPD" orbital_gap_ev=8.49 homo_ha=-0.2810
C -0.8325 2.1113 -0.7996 -0.6119 3.5885 0.2902 -0.1925
C 0.4871 2.2653 -0.1024 0.0089 -2.8537 0.3041 -0.2810
C -2.1937 -1.0489 1.0463 -0.2984 1.8318 0.8509 -0.4156
C -2.2513 -1.3032 -0.4039 -2.9727 0.9721 -0.9271 -0.4260
C -1.7524 1.1741 -0.5431 0.0775 1.0846 -1.5571 -0.2147
C 1.0547 1.0506 0.2174 -2.6353 1.4095 -0.0270 0.0817
C -1.4578 -0.1129 -0.0840 4.2767 -2.3678 4.9339 -0.0469
C 0.2016 -0.2264 -0.0620 -0.2097 -1.3939 -0.2172 -0.0522
C 2.4798 0.9059 0.5627 0.8098 -2.4532 0.6534 -0.6677
C 0.3613 -0.5130 -1.5468 1.4582 1.3279 -1.1011 -0.6194
C 0.7709 -1.4851 0.7270 0.0449 0.1479 -0.6497 -0.6240
H -1.1345 2.9835 -1.4972 0.4048 -1.4595 1.2912 0.2138
H 0.9870 3.2090 0.1889 -0.4918 -0.5193 -0.8252 0.2230
H -3.1154 -0.6344 1.5034 0.7203 -0.3094 -0.3198 0.2119
H -1.5668 -1.5949 1.7893 -0.4816 0.5230 -1.1038 0.2228
H -1.8657 -2.2077 -0.8501 -0.0289 -0.0331 -0.1972 0.2250
H -3.2961 -0.8610 -0.8004 2.2762 -1.7504 0.4126 0.2152
H -2.6242 1.0866 -1.1215 -1.4747 1.0899 -0.8090 0.1962
H 2.9999 1.5345 -0.0876 1.0952 1.0614 -1.0274 0.2256
H 2.8083 -0.1615 0.2913 -0.2460 1.5876 0.6579 0.2198
H 2.8494 1.1610 1.5750 -0.6279 -0.3531 -0.2435 0.2307
H -0.4449 -1.1993 -1.7086 -0.1069 -0.1039 -1.3931 0.2095
H 1.2919 -1.0303 -1.7965 0.1238 0.1797 0.0703 0.1975
H 0.3641 0.5010 -2.1164 -0.4748 -2.2001 0.5525 0.2273
H 1.6034 -2.0042 0.1455 -0.9711 0.8272 0.8498 0.2104
H 0.0145 -2.2569 0.9273 0.1794 0.2623 -0.3782 0.2132
H 1.1271 -1.1749 1.7123 0.1563 -0.0962 -0.0904 0.2164

=====

4.
37
Properties=species:S:1:pos:R:3:forces:R:3:nbo_charge:R:1 method="wB97M-V/def2-TZVPD" charge=+4 orbital_gap_ev="6.01 / 5.74" homo_ha="-0.8584 / -0.8551"
I -2.7751 2.4185 -2.2029 -0.6820 0.5198 -1.1862 0.5673
I 1.4621 -3.6018 0.2894 0.2578 -0.8462 -0.2566 0.6080
Al 0.2008 -1.4246 0.7135 -0.7979 -0.0631 -1.1687 1.1947
Bi -1.1881 1.1950 -0.2144 0.5078 -1.3407 0.0711 1.3587
S 0.7676 -0.2258 -1.2597 -0.9176 0.0852 0.2275 -0.3495
C 0.4852 3.1551 0.6083 1.9534 4.2715 0.1514 0.4804
C -2.2063 1.8123 2.3227 -2.4279 1.4496 1.8819 0.4485
C 2.3706 0.7893 -1.9370 1.2279 1.1145 0.0115 0.1317
C 3.2461 -0.2344 -2.6462 -0.7665 -0.5829 0.0256 -0.6781
C 3.0740 1.4497 -0.7526 0.0189 0.1260 0.3548 -0.6765
C 1.7741 1.8273 -2.8775 -0.7341 -0.2439 -0.1605 -0.6752
C 0.2200 -1.6401 2.7638 -1.5648 -2.0039 5.9717 0.4716
C 2.3060 -0.4693 1.6919 2.7366 0.9507 1.6950 0.4894
O -3.0793 2.2959 2.8676 2.1904 -1.2168 -1.2497 -0.3069
O 1.0146 4.1701 0.6944 -1.9497 -3.8740 -0.1840 -0.2743
O 0.0856 -1.9645 3.8641 0.9688 1.6507 -5.0219 -0.2104
O 3.2336 -0.1609 2.2756 -2.4937 -0.8470 -1.6497 -0.2939
H 4.1511 0.2828 -3.0074 -0.2700 -0.0865 0.1700 0.3101
H 2.7199 -0.6732 -3.5071 0.2989 0.1522 0.1565 0.2576
H 3.5423 -1.0461 -1.9644 0.1459 0.3009 -0.2226 0.2253
H 3.5474 2.4008 -1.0772 -0.1668 -0.6238 0.0782 0.2957
H 3.8508 0.8035 -0.3248 -0.1427 0.1980 -0.1422 0.2511
H 2.3665 1.7109 0.0505 0.3033 0.0253 -0.2583 0.1772
H 2.5833 2.4226 -3.3418 -0.2339 -0.3472 0.2869 0.3124
H 1.0984 2.5224 -2.3525 0.3147 0.0079 -0.0364 0.1911
H 1.1952 1.3554 -3.6802 0.2148 0.0894 0.0029 0.2501
C -3.8654 -2.2932 0.1845 0.0594 0.1572 -0.1887 -0.6530
C -2.9754 -1.2937 0.9199 -0.6910 -0.5843 0.3193 0.1356
C -2.9312 -1.5592 2.4209 -0.0544 -0.0293 -0.2415 -0.6591
O -1.5761 -1.2479 0.3297 1.5814 1.3998 0.4276 -1.0488
H -3.5387 -3.3347 0.2746 0.1687 0.2398 -0.0504 0.2540
H -4.0233 -2.0237 -0.8678 0.2315 -0.1754 0.2145 0.2419
H -4.8558 -2.2497 0.6554 0.1640 0.0709 -0.0212 0.2781
H -3.4226 -0.2927 0.7207 0.3991 -0.1939 0.1289 0.1608
H -2.5180 -2.5738 2.6393 -0.3375 0.7026 -0.1237 0.2423
H -2.3565 -0.7692 2.9424 -0.2862 -0.4227 -0.0002 0.1899
H -3.9831 -1.5334 2.7842 0.7733 -0.0305 -0.0129 0.3020

=====

Energy relative to the best compared isomer or geometry (same formula, charge and spin) across the listed records, respectively: 4.615 0.000 2.647 0.000 eV.